1.
A 7-piece molecular cluster, C9H18Br4Cl10 overall in a non-equilibrium geometry. Source: the Open Molecules 2025 dataset; level of theory: ωB97M-V with the def2-TZVPD basis set.

```
41
C9H18Br4Cl10 | the Open Molecules 2025 dataset | ωB97M-V with the def2-TZVPD basis set
Br 20.524 -1.568 -23.558
C 18.751 -1.653 -24.400
C 18.378 -3.059 -24.845
Br 16.608 -2.964 -25.682
H 18.755 -0.971 -25.248
H 18.036 -1.215 -23.707
H 18.368 -3.699 -23.966
H 19.154 -3.409 -25.523
Br 16.151 -4.128 -29.833
C 14.868 -4.325 -31.385
C 15.459 -5.320 -32.360
Br 14.252 -5.350 -33.949
H 14.860 -3.346 -31.859
H 13.870 -4.562 -31.033
H 15.554 -6.313 -31.927
H 16.447 -5.031 -32.707
Cl 8.441 -3.851 -25.087
C 8.865 -2.360 -26.037
Cl 7.939 -2.291 -27.489
H 8.623 -1.576 -25.326
H 9.921 -2.341 -26.283
Cl 15.508 -9.499 -26.397
C 15.511 -8.290 -27.669
Cl 15.276 -6.641 -27.005
H 16.461 -8.309 -28.190
H 14.674 -8.511 -28.323
Cl 12.681 -2.582 -25.959
C 13.644 -3.071 -27.431
Cl 12.701 -3.055 -28.905
H 14.471 -2.368 -27.459
H 14.066 -4.062 -27.298
Cl 8.497 -2.088 -31.567
C 10.168 -2.699 -31.332
Cl 11.189 -2.010 -32.595
H 10.442 -2.345 -30.346
H 10.115 -3.773 -31.461
Cl 15.444 2.573 -27.823
C 16.147 0.944 -27.538
Cl 16.092 0.514 -25.849
H 15.569 0.289 -28.184
H 17.159 0.980 -27.930
```

Results
HOMO level (eV): -10.534
Structure (SMILES): BrCCBr.BrCCBr.ClCCl.ClCCl.ClCCl.ClCCl.ClCCl
E_LUMO (eV): 0.077
E (a.u.): -15251.6722
Maximum force (eV/A): 1.428
Charge: 0

Results of the natural (NBO) charge analysis, in e, for atoms 1 through 4: -0.0115 -0.4397 -0.4399 -0.0133

2.
A 2-piece molecular cluster, C9H18Cl2IN4O3P2 overall in a non-equilibrium geometry. Source: the Open Molecules 2025 dataset; level of theory: ωB97M-V with the def2-TZVPD basis set.

```
39
C9H18Cl2IN4O3P2 | the Open Molecules 2025 dataset | ωB97M-V with the def2-TZVPD basis set
N 1.185 -4.058 2.445
P -0.267 -3.348 2.113
C 0.093 -1.472 1.821
C -0.269 -0.175 2.812
P -1.206 -0.211 4.514
O -1.220 1.496 5.005
I 0.061 -1.451 6.222
N 0.277 1.087 2.135
C 0.886 0.531 0.866
C 1.595 1.737 -0.047
C 3.141 1.874 0.575
N 3.953 2.971 -0.081
N 0.824 -0.956 0.581
C 1.383 -1.690 -0.623
C 0.580 -1.313 -2.041
O 1.033 -1.724 -3.258
O -0.630 -0.472 -2.038
H 1.910 -3.299 2.404
H -0.822 -3.968 0.929
H -1.150 -3.492 3.242
H -0.273 1.855 4.978
H 0.243 2.094 2.465
H 1.605 1.393 -1.178
H 1.012 2.768 0.096
H 3.638 0.798 0.450
H 2.983 2.033 1.737
H 4.278 3.588 0.722
H 4.854 2.497 -0.391
H 2.518 -1.391 -0.843
H 1.387 -2.874 -0.478
H -1.223 -0.886 -2.756
Cl -3.792 -1.331 -3.898
C -4.598 0.257 -3.851
C -3.692 1.375 -4.342
Cl -2.348 1.693 -3.217
H -4.939 0.434 -2.826
H -5.480 0.183 -4.495
H -4.262 2.305 -4.425
H -3.267 1.147 -5.324
```

Results
HOMO level (eV): -11.797
E_LUMO (eV): -4.415
E (a.u.): -2698.7216
Energy above the lowest of the compared OMol25 structures with the same formula, charge and spin (kcal per mole): 223.25
Maximum force (eV/A): 9.368
Charge: +1

Results of the natural (NBO) charge analysis, in e, for atoms 1 through 4: -1.2312 1.2119 -0.1464 -0.1673

3.
C9H18Cl2PtS as an isolated structure in a non-equilibrium geometry. Source: the Open Molecules 2025 dataset; level of theory: ωB97M-V with the def2-TZVPD basis set.

```
31
C9H18Cl2PtS | the Open Molecules 2025 dataset | ωB97M-V with the def2-TZVPD basis set
Pt 0.936 -0.058 0.189
Cl -0.201 -2.002 -0.365
Cl 1.600 1.851 1.281
C 2.743 -0.728 0.218
H 3.509 0.045 0.072
H 2.891 -1.530 -0.551
C -0.685 1.601 -1.204
C 0.492 1.073 -1.583
H -0.770 2.292 -0.365
C 0.678 0.002 -2.680
H 1.472 1.589 -1.347
C -0.559 -0.114 -3.568
H 1.609 0.148 -3.237
H 0.847 -0.917 -2.100
C -1.796 -0.106 -2.702
H -0.636 0.789 -4.196
H -0.530 -0.985 -4.227
C -1.944 1.211 -1.921
H -2.648 -0.180 -3.376
H -1.787 -0.981 -2.044
H -2.282 2.007 -2.615
H -2.708 1.005 -1.144
C -1.334 -0.748 4.482
S -0.319 -0.730 3.001
C 1.282 -0.596 3.814
H -2.371 -0.647 4.138
H -1.062 0.100 5.123
H -1.196 -1.708 4.999
H 1.289 0.331 4.399
H 1.428 -1.462 4.470
H 2.052 -0.555 3.038
```

Results
HOMO level (spin up / spin down) (eV): -6.814 / -8.365
Spin multiplicity: 5
E_LUMO (spin up / spin down) (eV): 0.457 / -2.884
E (a.u.): -1791.3719
Energy above the lowest of the compared OMol25 structures with the same formula, charge and spin (kcal per mole): 0.00
Maximum force (eV/A): 4.328
Charge: 0

Results of the natural (NBO) charge analysis, in e, for atoms 1 through 4: 1.1049 -0.4839 -0.4821 -0.6771

4.
C9H18Cl8O7S as an isolated structure in a non-equilibrium geometry. Source: the Open Molecules 2025 dataset; level of theory: ωB97M-V with the def2-TZVPD basis set.

```
43
C9H18Cl8O7S | the Open Molecules 2025 dataset | ωB97M-V with the def2-TZVPD basis set
C 2.535 0.788 1.162
O 2.075 1.047 -0.155
C 1.237 0.035 -0.673
C -0.145 -0.020 -0.087
O -0.334 -0.881 1.052
S -1.611 -0.301 1.848
O -1.063 0.315 2.980
O -2.522 -1.312 2.116
O -2.133 0.734 0.778
C -0.927 1.232 0.075
C -0.369 2.376 0.937
O -0.135 3.490 0.109
O 1.245 3.811 0.170
H 1.855 0.176 1.740
H 3.515 0.325 1.160
H 2.629 1.736 1.670
H 1.665 -0.956 -0.547
H 1.159 0.185 -1.737
H -0.698 -0.554 -0.860
H -1.275 1.676 -0.841
H -1.135 2.649 1.645
H 0.498 2.114 1.513
H 1.691 3.122 -0.354
C 0.085 -3.949 -1.140
Cl -1.552 -3.446 -0.707
Cl 0.937 -2.713 -2.084
H 0.645 -4.138 -0.233
H 0.022 -4.848 -1.740
C 2.568 -5.164 -5.025
Cl 2.630 -3.418 -4.771
Cl 2.069 -6.038 -3.568
H 1.856 -5.374 -5.813
H 3.555 -5.507 -5.308
C -4.374 -1.633 5.293
Cl -4.423 -0.063 6.107
Cl -4.207 -2.965 6.446
H -5.301 -1.762 4.749
H -3.534 -1.658 4.609
C 0.338 6.166 -1.981
Cl 0.593 5.246 -3.472
Cl -1.053 7.251 -2.111
H 0.163 5.470 -1.173
H 1.223 6.758 -1.783
```

Results
HOMO level (eV): -10.659
E_LUMO (eV): 0.247
E (a.u.): -4959.9573
Maximum force (eV/A): 2.808
Charge: 0

Results of the natural (NBO) charge analysis, in e, for atoms 1 through 4: -0.2743 -0.5641 -0.0926 0.0092

5.
C9H18F3MgO9 as an isolated structure in a non-equilibrium geometry. Source: the Open Molecules 2025 dataset; level of theory: ωB97M-V with the def2-TZVPD basis set.

```
40
C9H18F3MgO9 | the Open Molecules 2025 dataset | ωB97M-V with the def2-TZVPD basis set
Mg 3.208 -0.384 2.158
F 1.487 0.361 0.211
C -0.895 -3.120 -4.383
C 0.329 -3.594 -3.710
O 1.105 -4.000 -4.824
C 0.352 -4.313 -5.846
O 0.787 -4.837 -6.882
O -0.923 -3.971 -5.544
F -0.001 -4.576 -2.928
H -0.872 -2.043 -4.551
H -1.850 -3.246 -3.873
H 0.884 -2.830 -3.165
C -0.883 1.131 5.912
C -1.441 1.705 4.629
O -2.387 2.600 5.005
C -2.733 2.413 6.234
O -3.616 3.037 6.845
O -2.036 1.378 6.697
F -2.088 0.700 4.047
H -0.086 1.765 6.299
H -0.745 0.059 6.051
H -0.706 2.063 3.909
C 0.802 -3.290 2.183
O 1.687 -2.737 3.126
H 0.652 -4.332 2.463
H -0.227 -2.931 2.148
H 1.204 -3.318 1.170
H 1.387 -3.172 3.928
C 2.383 2.575 -3.940
O 1.384 1.615 -3.635
H 2.871 2.976 -3.051
H 3.164 2.227 -4.616
H 1.867 3.401 -4.430
H 1.546 1.403 -2.713
C -1.017 4.570 -0.855
O -1.294 3.207 -0.614
H -0.062 4.839 -0.403
H -0.901 4.814 -1.911
H -1.836 5.188 -0.488
H -0.501 2.668 -0.651
```

Results
HOMO level (eV): -12.089
E_LUMO (eV): -9.217
E (a.u.): -1530.1161
Maximum force (eV/A): 6.136
Charge: +1

Results of the natural (NBO) charge analysis, in e, for atoms 1 through 4: 1.7510 -0.7736 -0.1391 0.4361

6.
C9H18FO9Tl as an isolated structure in a non-equilibrium geometry. Source: the Open Molecules 2025 dataset; level of theory: ωB97M-V with the def2-TZVPD basis set.

```
38
C9H18FO9Tl | the Open Molecules 2025 dataset | ωB97M-V with the def2-TZVPD basis set
Tl 12.462 -8.254 -18.029
F 11.476 -5.651 -14.235
C 6.641 -4.894 -15.374
O 5.788 -5.103 -16.501
C 6.028 -6.006 -17.443
O 7.032 -6.686 -17.448
O 5.015 -5.941 -18.245
C 4.940 -6.934 -19.274
H 5.959 -4.471 -14.636
H 7.445 -4.237 -15.704
H 6.925 -5.844 -14.922
H 4.421 -6.435 -20.093
H 4.460 -7.800 -18.820
H 5.902 -7.246 -19.681
C 19.263 -10.989 -15.336
O 19.062 -10.107 -14.220
C 17.947 -9.341 -14.228
O 17.212 -9.119 -15.168
O 17.893 -8.727 -12.999
C 16.830 -7.813 -12.841
H 18.988 -10.410 -16.217
H 18.637 -11.871 -15.196
H 20.306 -11.236 -15.533
H 16.844 -7.029 -13.598
H 16.760 -7.220 -11.930
H 15.895 -8.357 -12.980
C 14.526 -13.414 -12.472
O 13.274 -13.102 -11.935
C 12.544 -12.051 -12.501
O 12.796 -11.361 -13.481
O 11.427 -11.941 -11.766
C 10.547 -10.779 -12.044
H 14.477 -13.184 -13.537
H 14.822 -14.457 -12.362
H 15.261 -12.703 -12.094
H 10.972 -9.863 -11.634
H 9.561 -10.798 -11.580
H 10.453 -10.623 -13.119
```

Results
HOMO level (eV): -15.533
E_LUMO (eV): -13.856
E (a.u.): -1302.2472
Energy above the lowest of the compared OMol25 structures with the same formula, charge and spin (kcal per mole): 115.36
Maximum force (eV/A): 2.520
Charge: +2

Results of the natural (NBO) charge analysis, in e, for atoms 1 through 4: 0.9994 -0.1852 -0.2613 -0.3905